(1)
Density functional theory data (ωB97M-V with the def2-TZVPD basis set) for a structure of composition C25H28IrO7S2.

The gap between HOMO and LUMO (alpha / beta) comes out at 4.98 / 6.50 eV. The HOMO energy (alpha / beta) comes out at -0.11873 / -0.17628 Eh. The value obtained for the relative energy (zero: lowest compared OMol25 entry of this formula, charge and spin) is 3.077 eV. Its electronic energy is -65218.36477 eV.

```
! RIJCOSX wB97M-V def2-TZVPD def2/J DEFGRID3
* xyz -1 5
Ir 12.22745 7.12592 9.38738
C 10.63845 6.23024 11.27057
C 12.04849 5.86502 11.29593
C 12.80612 7.09572 11.56376
C 11.90036 8.17238 11.57759
C 10.58683 7.62729 11.34193
C 9.40300 8.51053 11.39168
C 12.23097 9.60410 11.94920
C 14.17713 7.23813 12.13707
C 12.67418 4.51014 11.43328
C 9.49517 5.30825 10.90801
H 8.54422 8.05282 10.92486
H 9.55545 9.45366 10.92572
H 9.14844 8.82356 12.41082
H 13.28175 9.87524 11.84143
H 11.91304 9.91769 12.94448
H 11.68460 10.34984 11.36078
H 14.18383 6.65246 13.07410
H 14.38125 8.22482 12.46068
H 14.93677 6.90583 11.42103
H 13.72611 4.59984 11.14873
H 12.13751 3.74091 10.82705
H 12.61331 4.30551 12.51681
H 9.53053 5.00502 9.83772
H 8.56154 5.82156 11.01974
H 9.53703 4.41190 11.57489
C 11.26555 9.32839 5.94836
C 12.28309 8.78380 6.93977
O 11.78619 8.67792 8.13450
C 13.50204 8.37370 6.50793
C 14.58959 8.16963 7.55135
C 15.98376 7.96711 7.18602
C 16.21090 9.00455 4.96942
C 14.96632 8.83416 4.48553
C 13.73519 8.44730 5.07991
H 11.83135 10.04753 5.36065
H 10.45218 9.75769 6.50914
H 10.93486 8.53277 5.33052
H 14.45896 8.99506 8.26829
H 16.71704 7.43473 7.79853
H 17.10930 9.13466 4.35694
H 14.87109 9.00007 3.39810
H 12.87239 8.43105 4.41390
O 16.45019 4.40452 5.66225
S 16.27810 5.59923 4.90537
O 17.11155 5.80198 3.73858
O 16.65014 8.83725 6.27690
S 14.20352 6.71819 8.60676
O 8.61140 7.07146 4.69014
C 8.37542 7.89654 5.66808
C 7.60660 9.05274 5.47611
C 7.32018 9.83514 6.57472
C 7.81839 9.54541 7.83933
C 8.63727 8.48024 8.00667
C 8.89087 7.64796 6.95733
C 9.80349 6.48851 7.13176
O 10.07371 5.83047 6.08751
O 10.42602 6.33655 8.22796
H 9.09589 6.32541 5.05101
H 7.30883 9.30140 4.47246
H 6.73056 10.69996 6.48516
H 7.54992 10.29957 8.62323
H 9.22799 8.32092 8.91244
*
```

Atom charges from the Löwdin analysis, given in e for atoms 1 to 6:
1. Ir 1.16
2. C -0.23
3. C -0.35
4. C -0.39
5. C -0.28
6. C -0.27

***

(2)
Density functional theory data (ωB97M-V with the def2-TZVPD basis set) for a cluster of 7 separate species, C21H56O7 in total.

The SMILES is CC(C)O.CC(C)O.CC(C)O.CC(C)O.CC(C)O.CC(C)O.CC(C)O. The gap between HOMO and LUMO comes out at 10.25 eV. The HOMO energy comes out at -0.35555 Eh. The value obtained for the relative energy (zero: lowest compared OMol25 entry of this formula, charge and spin) is 0.942 eV. Its electronic energy is -37017.40463 eV.

```
! RIJCOSX wB97M-V def2-TZVPD def2/J DEFGRID3
* xyz 0 1
C 1.23274 -1.15441 -2.70348
C 2.50592 -0.66637 -3.38228
C 3.68300 -0.55368 -2.41984
O 2.78602 -1.58912 -4.44635
H 0.55769 -1.54904 -3.46406
H 0.73844 -0.35046 -2.16418
H 1.47005 -2.01020 -2.06807
H 2.33052 0.30992 -3.85469
H 3.91615 -1.52375 -1.98099
H 3.41671 0.10989 -1.59692
H 4.54658 -0.21162 -2.99601
H 3.70005 -1.48111 -4.72341
C -1.20788 0.88916 2.78359
C -0.92312 0.37563 1.38769
C 0.27862 1.06393 0.76217
O -0.67611 -1.03810 1.46589
H -0.47219 0.47992 3.47358
H -2.21501 0.61136 3.10504
H -1.20852 1.98169 2.79175
H -1.78101 0.55855 0.72765
H 0.03070 2.07810 0.43720
H 0.66929 0.51987 -0.09988
H 1.12655 1.17052 1.44896
H -1.00116 -1.43572 0.63838
C -3.89744 -2.06501 -0.27246
C -2.89545 -2.86473 -1.08698
C -2.75156 -2.32810 -2.50289
O -1.64987 -2.75381 -0.37626
H -3.51894 -1.03583 -0.20825
H -3.95422 -2.47005 0.73436
H -4.86309 -1.96527 -0.76749
H -3.22903 -3.90555 -1.11245
H -2.00932 -2.91607 -3.04556
H -2.48225 -1.27400 -2.48132
H -3.68017 -2.47404 -3.05994
H -1.35150 -3.63100 -0.12019
C -1.35540 4.52579 -1.06191
C -2.79891 4.94672 -0.88677
C -3.16033 6.18430 -1.68124
O -3.71229 3.92883 -1.29290
H -1.07608 4.58551 -2.11105
H -1.19503 3.51109 -0.69798
H -0.69334 5.14572 -0.45165
H -3.01933 5.19625 0.16406
H -3.09963 5.93842 -2.74600
H -2.61545 7.08292 -1.40231
H -4.21400 6.42695 -1.50901
H -3.76510 3.26787 -0.59761
C 3.62703 3.51038 -3.45586
C 2.55869 3.04325 -2.44380
C 3.06904 3.22887 -1.02915
O 1.31831 3.68919 -2.64438
H 4.34849 2.71264 -3.63049
H 4.18237 4.35339 -3.03462
H 3.16812 3.80543 -4.39815
H 2.42582 1.97330 -2.62062
H 3.15204 4.28177 -0.75122
H 4.02114 2.71959 -0.85204
H 2.41205 2.76269 -0.28528
H 1.48254 4.60893 -2.87411
C -0.79127 -3.40924 4.08585
C -2.24099 -3.87121 3.98754
C -3.13821 -3.14035 4.98238
O -2.73124 -3.63246 2.65351
H -0.36526 -3.62677 5.06350
H -0.78283 -2.31739 3.94454
H -0.18097 -3.78398 3.26381
H -2.31883 -4.94803 4.14489
H -2.81098 -3.21317 6.01908
H -4.16252 -3.49660 4.87257
H -3.15360 -2.07384 4.72737
H -2.47185 -2.72549 2.44502
C 3.31769 -2.19508 0.72285
C 2.63434 -2.86110 1.88332
C 2.80382 -2.08863 3.18390
O 1.23947 -3.01446 1.57853
H 2.79500 -1.27432 0.46663
H 3.36511 -2.88661 -0.11568
H 4.34681 -1.92419 0.98801
H 3.00708 -3.87910 2.02601
H 2.00841 -2.31681 3.88914
H 2.82118 -1.01033 2.99115
H 3.78006 -2.31678 3.61946
H 0.74767 -2.32538 2.04838
*
```

Atom charges from the Löwdin analysis, given in e for atoms 1 to 6:
1. C -0.04
2. C -0.49
3. C -0.06
4. O -0.05
5. H 0.08
6. H 0.07

***

(3)
Density functional theory data (ωB97M-V with the def2-TZVPD basis set) for a structure of composition C31H58N2NbO13.

The gap between HOMO and LUMO comes out at 5.76 eV. The HOMO energy comes out at -0.15606 Eh. Its electronic energy is -64229.60761 eV.

```
! RIJCOSX wB97M-V def2-TZVPD def2/J DEFGRID3
* xyz -1 1
C 8.65983 3.82849 1.74212
C 7.58617 3.90037 0.54720
C 7.34119 5.40925 -0.01241
C 6.92335 5.36157 -1.59137
C 5.43220 5.97984 -1.80891
C 4.31064 4.84252 -1.63336
C 4.15667 3.90075 -2.96548
Nb 3.41488 1.86055 -2.26442
C 5.41890 1.36975 -1.20718
C 6.00967 0.01789 -1.84328
C 6.97830 -0.82944 -0.88076
C 6.49347 -0.94678 0.64372
C 2.59751 -0.10289 -1.41197
C 0.99603 -0.05536 -1.20571
C 0.68611 0.03048 0.38197
N 1.28595 1.31582 0.90553
N 3.99915 0.89577 -4.10313
C 2.96146 0.22459 -4.59700
O 2.13738 -0.59442 -5.07323
H 8.38352 4.54351 2.60883
H 9.73365 4.00013 1.39194
H 8.62764 2.75032 2.16899
H 6.54443 3.53320 0.88684
H 7.92664 3.17503 -0.28856
H 6.44774 5.83929 0.58509
H 8.25491 6.08768 0.17482
H 7.71594 5.86114 -2.26043
H 6.85900 4.26690 -1.95470
H 5.43689 6.44139 -2.85894
H 5.32104 6.81799 -1.01698
H 4.59279 4.18242 -0.72478
H 3.26001 5.25491 -1.38756
H 5.13747 3.84548 -3.55354
H 3.31499 4.38758 -3.60102
H 1.76436 2.31217 -2.93401
H 2.88959 2.67932 -0.70958
H 5.15460 1.31235 -0.09606
H 6.07366 2.29492 -1.35986
H 6.65878 0.34373 -2.74895
H 5.18758 -0.64726 -2.27320
H 8.08640 -0.49048 -0.92587
H 6.98819 -1.91339 -1.30089
H 6.64987 0.08759 1.14018
H 5.36737 -1.19454 0.74471
H 7.14075 -1.68278 1.26174
H 2.91780 -0.99526 -2.07994
H 3.14063 -0.26553 -0.40177
H 0.59416 0.90144 -1.69995
H 0.47684 -0.99184 -1.61779
H -0.43119 -0.05144 0.62649
H 1.23033 -0.80815 0.96806
H 0.77632 2.12786 0.53218
H 1.29184 1.32363 1.93414
C -4.39612 -2.94352 -1.22656
C -3.81715 -1.54633 -1.25476
C -2.35534 -1.50075 -1.58448
O -1.94460 -0.28567 -0.96572
C -2.79133 -0.08383 0.08279
O -2.62984 0.74389 0.93677
O -3.84613 -0.94817 0.03799
H -5.44178 -2.91363 -0.91573
H -4.33735 -3.41185 -2.20698
H -3.87186 -3.57399 -0.50155
H -4.40154 -0.91175 -1.93066
H -2.17042 -1.47039 -2.65950
H -1.78082 -2.32268 -1.14496
C -8.75598 -6.04306 0.77197
C -8.60779 -5.35416 -0.56594
C -8.78651 -6.26616 -1.74296
O -8.02733 -5.60601 -2.75060
C -7.05318 -4.90490 -2.10305
O -6.12065 -4.37989 -2.64143
O -7.27781 -4.88162 -0.75796
H -8.54788 -5.34133 1.58370
H -9.76637 -6.43810 0.90175
H -8.04049 -6.86261 0.87654
H -9.28126 -4.49124 -0.62052
H -9.83137 -6.36178 -2.04338
H -8.36418 -7.26464 -1.59096
C -5.56394 -4.37937 3.37121
C -5.56352 -5.86816 3.64167
C -4.19600 -6.48418 3.64157
O -4.47670 -7.83536 3.29262
C -5.61801 -7.81339 2.54794
O -6.04511 -8.74844 1.93232
O -6.20987 -6.58457 2.59279
H -6.58937 -4.00407 3.31732
H -5.03441 -3.83710 4.15770
H -5.09676 -4.15148 2.40906
H -6.10069 -6.08059 4.57300
H -3.71150 -6.42753 4.61777
H -3.52674 -6.06380 2.88415
C -3.86571 3.44585 1.96381
C -3.28923 4.84382 1.93885
C -1.82659 4.89112 1.61052
O -1.42009 6.10616 2.23304
C -2.26754 6.30653 3.28146
O -2.10792 7.13296 4.13502
O -3.32079 5.44009 3.23335
H -4.91411 3.47373 2.27409
H -3.80507 2.97804 0.97956
H -3.34270 2.81456 2.68660
H -3.87380 5.47903 1.26339
H -1.63958 4.92337 0.53589
H -1.25265 4.06895 2.04958
*
```

Atom charges from the Löwdin analysis, given in e for atoms 1 to 6:
1. C -0.15
2. C -0.27
3. C -0.21
4. C -0.21
5. C -0.24
6. C -0.34

***

Maximum force for the records above, in order: 3.3 1.1 7.9 eV/A